Below is a 12-piece molecular cluster, C65H154BN10O28 overall, with properties calculated with ωB97M-V/def2-TZVPD.

XYZ file:
```
258
Properties=species:S:1:pos:R:3:lowdin_charge:R:1
O -0.31 1.13 -1.31 0.10
C 0.61 0.36 -1.02 -0.30
O 0.87 -0.86 -1.58 0.21
B 2.09 -1.42 -0.98 -0.96
O 2.68 -0.37 -0.16 0.25
C 1.90 0.67 -0.19 -0.43
O 2.10 1.69 0.37 0.15
O 2.94 -1.85 -2.09 0.21
C 3.23 -3.18 -1.91 -0.33
O 3.97 -3.89 -2.56 0.12
C 2.53 -3.62 -0.60 -0.35
O 1.79 -2.60 -0.18 0.23
O 2.49 -4.77 -0.15 0.10
C -2.15 -0.21 6.51 -0.05
C -3.19 0.01 5.35 -0.52
C -3.20 -1.18 4.36 -0.05
O -4.48 0.16 5.79 -0.03
H -1.12 -0.21 6.16 0.08
H -2.36 -1.20 6.91 0.07
H -2.21 0.51 7.32 0.07
H -2.83 0.91 4.84 0.12
H -3.41 -2.07 4.96 0.07
H -2.25 -1.31 3.83 0.08
H -3.96 -1.11 3.58 0.07
H -4.51 0.96 6.32 0.09
C 3.14 7.94 3.61 -0.14
O 2.35 8.96 3.05 -0.19
C 2.77 9.26 1.72 -0.21
C 1.65 10.06 1.00 -0.21
N 1.17 11.14 1.87 -0.05
C -0.02 11.80 1.29 -0.19
C 0.07 12.35 -0.18 -0.21
O 1.24 13.15 -0.41 -0.19
C 1.23 13.66 -1.68 -0.15
H 4.22 8.02 3.57 0.09
H 2.81 6.97 3.23 0.08
H 2.79 7.81 4.64 0.08
H 2.96 8.31 1.21 0.12
H 3.62 9.92 1.76 0.12
H 0.91 9.34 0.65 0.12
H 2.01 10.43 0.04 0.10
H 1.89 11.85 1.83 0.10
H -0.11 12.63 1.99 0.11
H -0.91 11.16 1.32 0.12
H -0.88 12.87 -0.27 0.11
H 0.02 11.53 -0.90 0.11
H 0.32 14.25 -1.82 0.09
H 1.35 12.90 -2.45 0.09
H 2.08 14.35 -1.76 0.09
C -4.85 -3.26 -4.14 -0.09
O -5.24 -4.53 -3.53 -0.20
C -4.23 -4.95 -2.60 -0.23
C -4.71 -6.02 -1.64 -0.21
N -5.03 -7.22 -2.41 -0.06
C -5.79 -8.12 -1.57 -0.22
C -6.40 -9.21 -2.46 -0.24
O -7.47 -8.65 -3.16 -0.21
C -7.97 -9.38 -4.28 -0.08
H -4.84 -2.49 -3.37 0.08
H -5.57 -3.03 -4.93 0.08
H -3.92 -3.23 -4.70 0.08
H -4.02 -4.07 -1.99 0.11
H -3.32 -5.29 -3.09 0.12
H -5.66 -5.65 -1.25 0.11
H -4.02 -6.16 -0.82 0.13
H -5.60 -6.99 -3.21 0.10
H -6.62 -7.59 -1.09 0.11
H -5.14 -8.54 -0.80 0.12
H -6.79 -10.08 -1.92 0.12
H -5.62 -9.54 -3.15 0.12
H -7.15 -9.41 -5.01 0.08
H -8.90 -8.99 -4.69 0.08
H -8.23 -10.40 -3.97 0.08
C 3.68 4.40 -5.10 -0.08
O 4.64 4.12 -6.11 -0.21
C 5.11 2.80 -6.21 -0.23
C 4.13 1.79 -6.79 -0.21
N 3.93 1.86 -8.26 -0.06
C 3.21 3.08 -8.67 -0.20
C 2.72 3.07 -10.11 -0.24
O 1.64 3.98 -10.25 -0.21
C 1.19 4.20 -11.59 -0.09
H 3.44 5.45 -5.27 0.09
H 4.19 4.43 -4.13 0.09
H 2.79 3.76 -5.14 0.09
H 5.39 2.55 -5.19 0.12
H 6.05 2.64 -6.74 0.12
H 3.24 1.70 -6.18 0.11
H 4.49 0.77 -6.72 0.12
H 3.52 1.00 -8.61 0.10
H 3.84 3.96 -8.59 0.12
H 2.34 3.14 -8.01 0.12
H 2.30 2.10 -10.37 0.12
H 3.50 3.36 -10.81 0.12
H 0.51 5.05 -11.63 0.08
H 0.70 3.31 -11.99 0.08
H 2.10 4.40 -12.15 0.08
C 3.40 -7.31 -10.12 -0.07
O 2.27 -6.82 -9.27 -0.19
C 2.19 -7.66 -8.15 -0.26
C 0.92 -7.57 -7.26 -0.20
N -0.21 -8.17 -7.98 -0.07
C -1.38 -8.10 -7.12 -0.21
C -2.62 -8.54 -7.92 -0.23
O -3.00 -7.61 -8.93 -0.19
C -4.31 -7.86 -9.44 -0.11
H 3.44 -6.66 -10.99 0.08
H 3.24 -8.38 -10.29 0.08
H 4.37 -7.20 -9.64 0.08
H 2.98 -7.31 -7.48 0.11
H 2.46 -8.68 -8.42 0.11
H 0.71 -6.53 -7.00 0.12
H 1.14 -8.19 -6.39 0.12
H -0.27 -7.58 -8.80 0.11
H -1.59 -7.11 -6.69 0.12
H -1.23 -8.77 -6.27 0.12
H -3.41 -8.66 -7.18 0.11
H -2.45 -9.52 -8.38 0.12
H -5.13 -7.74 -8.73 0.08
H -4.31 -8.85 -9.90 0.08
H -4.48 -7.08 -10.18 0.08
C 3.58 -13.24 5.83 -0.09
O 4.37 -12.85 4.67 -0.19
C 4.11 -13.70 3.61 -0.25
C 5.12 -13.34 2.47 -0.18
N 5.13 -11.87 2.24 -0.04
C 6.31 -11.47 1.50 -0.24
C 6.72 -10.05 1.73 -0.19
O 6.77 -9.71 3.17 -0.17
C 7.53 -8.54 3.33 -0.14
H 2.54 -13.04 5.60 0.08
H 3.83 -12.62 6.69 0.08
H 3.62 -14.28 6.16 0.08
H 3.08 -13.62 3.27 0.12
H 4.27 -14.67 4.08 0.11
H 4.85 -13.95 1.60 0.11
H 6.12 -13.62 2.79 0.11
H 4.53 -11.88 1.42 0.10
H 5.98 -11.63 0.47 0.12
H 7.19 -12.09 1.68 0.12
H 5.90 -9.44 1.36 0.12
H 7.62 -9.80 1.16 0.12
H 7.60 -8.26 4.39 0.09
H 7.11 -7.72 2.74 0.09
H 8.57 -8.62 3.00 0.07
C -9.33 -2.35 1.95 -0.14
O -9.04 -0.99 2.08 -0.20
C -10.08 -0.10 1.53 -0.17
C -9.57 1.30 1.78 -0.22
N -8.19 1.58 1.32 -0.05
C -8.05 1.62 -0.15 -0.17
C -8.92 2.72 -0.93 -0.21
O -8.67 2.49 -2.31 -0.20
C -9.35 3.43 -3.17 -0.10
H -10.19 -2.66 2.54 0.08
H -8.54 -3.05 2.20 0.09
H -9.50 -2.60 0.90 0.08
H -11.02 -0.27 2.05 0.12
H -10.23 -0.36 0.48 0.11
H -9.66 1.45 2.85 0.11
H -10.19 2.11 1.40 0.10
H -7.64 0.78 1.61 0.09
H -8.34 0.67 -0.61 0.10
H -7.03 1.76 -0.51 0.12
H -8.49 3.67 -0.63 0.12
H -9.98 2.59 -0.70 0.10
H -9.36 4.48 -2.87 0.08
H -10.36 3.07 -3.32 0.08
H -8.85 3.46 -4.14 0.08
C -2.21 7.99 -6.18 -0.11
O -3.21 8.51 -5.31 -0.20
C -2.88 8.36 -3.95 -0.21
C -4.18 8.46 -3.12 -0.22
N -4.43 9.79 -2.65 -0.08
C -5.67 9.84 -1.86 -0.19
C -6.09 11.25 -1.32 -0.20
O -6.42 12.03 -2.46 -0.20
C -6.52 13.41 -2.22 -0.13
H -1.27 8.53 -6.26 0.09
H -2.59 7.99 -7.20 0.08
H -2.11 6.93 -5.92 0.09
H -2.20 9.17 -3.69 0.12
H -2.41 7.40 -3.73 0.11
H -3.98 7.78 -2.28 0.12
H -5.09 8.15 -3.64 0.12
H -4.53 10.39 -3.46 0.11
H -5.60 9.08 -1.07 0.11
H -6.50 9.51 -2.49 0.11
H -5.31 11.78 -0.76 0.11
H -6.91 11.07 -0.63 0.11
H -5.56 13.88 -2.03 0.08
H -7.07 13.66 -1.32 0.08
H -7.08 13.81 -3.07 0.09
C 0.51 8.20 9.13 -0.09
O -0.25 7.96 7.94 -0.18
C -1.50 7.37 8.17 -0.26
C -2.00 6.74 6.86 -0.20
N -2.08 7.74 5.76 -0.02
C -2.31 6.95 4.57 -0.20
C -3.81 6.31 4.40 -0.20
O -4.67 7.22 5.00 -0.21
C -5.96 6.67 5.13 -0.11
H 0.00 8.93 9.76 0.08
H 1.45 8.66 8.82 0.08
H 0.72 7.29 9.71 0.08
H -2.19 8.07 8.64 0.12
H -1.43 6.53 8.87 0.11
H -2.95 6.24 7.08 0.11
H -1.29 5.93 6.70 0.12
H -3.04 8.02 5.89 0.08
H -1.56 6.17 4.43 0.11
H -2.17 7.66 3.76 0.10
H -3.76 5.41 5.01 0.10
H -4.00 6.02 3.36 0.12
H -6.68 7.43 5.41 0.09
H -6.03 5.85 5.85 0.09
H -6.20 6.27 4.15 0.09
C 9.52 -2.46 0.65 -0.09
O 8.95 -1.76 1.77 -0.20
C 8.80 -0.37 1.61 -0.22
C 8.11 0.22 2.86 -0.18
N 9.05 0.61 3.94 -0.07
C 8.48 0.85 5.25 -0.23
C 9.57 1.26 6.22 -0.20
O 10.48 0.21 6.49 -0.18
C 9.96 -0.87 7.12 -0.16
H 9.66 -3.53 0.86 0.08
H 10.51 -2.08 0.39 0.08
H 8.78 -2.41 -0.15 0.09
H 8.35 -0.14 0.64 0.12
H 9.76 0.14 1.52 0.11
H 7.32 -0.41 3.25 0.11
H 7.56 1.12 2.58 0.11
H 9.67 -0.14 4.22 0.10
H 8.02 -0.10 5.55 0.10
H 7.67 1.57 5.16 0.12
H 9.17 1.61 7.17 0.12
H 10.18 2.06 5.82 0.13
H 9.36 -1.58 6.55 0.08
H 9.38 -0.59 8.01 0.09
H 10.81 -1.45 7.48 0.09
C 4.44 -7.24 10.13 -0.09
C 4.13 -7.15 8.62 -0.42
C 4.62 -5.82 8.01 -0.19
O 4.44 -5.89 6.57 -0.19
C 4.64 -4.58 6.02 -0.11
N 4.87 -8.28 8.10 0.03
H 3.98 -6.48 10.76 0.06
H 5.49 -7.15 10.42 0.08
H 4.06 -8.14 10.63 0.07
H 3.06 -7.24 8.45 0.14
H 5.69 -5.74 8.19 0.12
H 4.08 -4.99 8.47 0.12
H 4.54 -4.71 4.95 0.09
H 5.54 -4.08 6.39 0.08
H 3.77 -3.96 6.24 0.08
H 4.71 -9.02 8.77 0.06
H 5.84 -8.05 8.29 0.07
```

Net charge: -1
LUMO, eV: 1.6